This record from the Open Molecules 2025 dataset describes a molecular structure, C14H36N2O6Rb at a distorted geometry. The level of theory is ωB97M-V/def2-TZVPD.

Summary:
total charge: +1
frontier orbital gap: 8.880 eV
electronic energy: -31015.0366 eV

Cartesian coordinates (Å):
Rb1 -0.157 2.117 -0.571
C1 1.855 1.414 -4.145
O1 0.864 1.003 -3.212
C2 -0.186 0.298 -3.852
C3 -1.382 0.044 -2.969
N1 -2.083 1.268 -2.617
C4 -3.257 0.934 -1.807
C5 -4.228 2.063 -1.578
O2 -4.792 2.418 -2.820
C6 -5.490 3.644 -2.793
H1 1.595 2.403 -4.544
H2 2.045 0.672 -4.916
H3 2.753 1.649 -3.566
H4 0.164 -0.692 -4.179
H5 -0.500 0.825 -4.761
H6 -1.243 -0.690 -2.175
H7 -2.047 -0.524 -3.652
H8 -2.352 1.763 -3.458
H9 -3.045 0.461 -0.849
H10 -3.816 0.147 -2.342
H11 -3.704 2.932 -1.152
H12 -5.014 1.717 -0.897
H13 -6.284 3.624 -3.532
H14 -4.845 4.505 -3.019
H15 -5.857 3.870 -1.787
C7 1.806 -0.950 -1.047
O3 2.096 0.239 -0.324
C8 3.463 0.378 0.057
C9 3.952 -0.725 0.986
N2 3.362 -0.486 2.311
C10 3.237 -1.686 3.105
C11 2.636 -1.419 4.467
O4 1.275 -1.048 4.403
C12 0.531 -1.361 5.554
H16 0.774 -0.862 -1.374
H17 1.731 -1.797 -0.357
H18 2.530 -1.154 -1.833
H19 3.561 1.295 0.637
H20 4.053 0.430 -0.864
H21 5.043 -0.698 1.030
H22 3.682 -1.738 0.657
H23 2.435 -0.097 2.166
H24 4.211 -2.098 3.391
H25 2.703 -2.509 2.609
H26 3.195 -0.659 5.026
H27 2.781 -2.313 5.090
H28 0.889 -0.802 6.422
H29 0.523 -2.429 5.796
H30 -0.502 -1.098 5.332
C13 -0.436 -1.999 2.006
C14 -0.738 -0.537 2.022
O5 -1.372 -0.129 0.792
O6 -1.667 -2.756 2.084
H31 0.214 -2.354 2.806
H32 0.075 -2.287 1.083
H33 0.199 0.016 2.143
H34 -1.356 -0.213 2.865
H35 -2.193 -0.645 0.804
H36 -1.688 -3.369 1.347